Record 1
DFT (ωB97M-V/def2-TZVPD) results for C23H28BrF2N5O2Pt as an isolated structure.

As for the gap between HOMO and LUMO: 0.2901 Ha. Its net charge is +2. As for the relative energy (zero: lowest compared OMol25 entry of this formula, charge and spin): 0.0 kcal per mole.

Last column: natural (NBO) charge in e.
Positions of all 62 atoms, in Å:
C  4.0793  -3.3306  -1.1963  -0.241
N  -0.2175  1.3534  -4.9219  -0.702
C  0.1614  -3.6490  1.5316  -0.248
C  6.3835  -4.0856  -0.4841  -0.651
H  4.1304  -3.9626  -2.0724  0.239
C  -3.8653  6.0816  1.8867  -0.177
H  0.6557  1.8773  -4.8685  0.438
H  -5.3428  4.8272  2.8276  0.242
C  -0.0017  -0.1303  -4.8314  -0.231
C  -1.4903  -0.3661  1.4782  0.399
H  -0.7184  1.6425  -5.7599  0.443
H  -0.5682  -4.3242  1.0869  0.202
C  -4.3958  4.8786  2.3086  -0.234
H  -1.0959  2.1423  0.8825  0.475
C  1.9789  0.9891  -0.2090  0.388
C  -2.4240  3.8133  1.3699  0.082
H  -4.6490  2.0213  2.8069  0.443
H  2.1147  -2.5940  -1.6664  0.209
C  2.9495  -2.5695  -0.9801  0.050
C  -2.2892  -2.4987  2.3485  -0.249
H  3.6942  -1.0402  1.8042  0.226
C  -1.8894  5.0223  0.9448  -0.205
C  -1.3405  -1.7534  1.6951  0.210
C  5.1369  -3.2807  -0.2933  0.090
C  -3.6266  -0.5275  2.6487  -0.185
N  -3.8559  2.3958  2.3137  -0.498
H  2.1494  1.6968  0.6070  0.136
C  0.0964  -0.4353  -3.3358  -0.256
H  6.5424  -4.7466  0.3687  0.249
C  -2.6342  6.1524  1.2174  -0.185
H  -2.2589  7.1192  0.9123  0.239
H  7.2514  -3.4283  -0.5496  0.250
C  -2.6541  0.2363  1.9823  -0.211
N  -0.9651  0.3044  -2.6560  -0.876
H  1.0577  -0.0831  -2.9581  0.224
H  -4.4106  6.9947  2.0800  0.242
H  -0.7883  1.5389  -4.0578  0.468
H  -0.6631  0.5895  -1.7298  0.416
H  1.1434  -3.8323  1.1077  0.212
F  1.1236  1.6573  -1.1010  -0.408
C  -3.6434  3.7450  2.0338  0.175
H  -1.8086  -0.2471  -2.5566  0.385
H  -0.8702  -0.6037  -5.2850  0.226
O  -0.1630  -2.2888  1.2007  -0.543
H  0.1919  -3.7731  2.6136  0.208
H  0.0529  -1.5142  -3.1807  0.215
H  6.3378  -4.6900  -1.3869  0.233
H  5.7660  -2.3498  1.5493  0.246
C  -2.8251  1.6710  1.8558  0.485
Pt  1.1288  -0.6853  0.4104  0.649
H  -0.9373  5.0780  0.4357  0.234
H  -4.5255  -0.0709  3.0389  0.223
C  4.9834  -2.4389  0.8078  -0.240
N  2.8155  -1.7658  0.0834  -0.464
C  3.8302  -1.7051  0.9634  0.071
Br  -4.7452  -2.9021  3.7140  0.127
H  0.8901  -0.4095  -5.3856  0.238
H  -2.1594  -3.5589  2.5078  0.250
N  -1.9586  2.5049  1.2782  -0.479
O  -0.5685  0.3315  0.8325  -0.789
F  3.1510  0.8500  -0.8910  -0.358
C  -3.4467  -1.8738  2.8224  -0.110

---

Record 2
DFT (ωB97M-V/def2-TZVPD) results for a single C5H6O molecule in a non-equilibrium geometry.

As for the structure (SMILES): C#CC1(O)CC1. As for the gap between HOMO and LUMO: 0.3788 Ha. As for the relative energy (zero: lowest compared OMol25 entry of this formula, charge and spin): 102.7 kcal per mole.

Last column: natural (NBO) charge in e.
Positions of all 12 atoms, in Å:
C  1.1116  0.0778  0.8773  -0.427
H  0.0806  2.0193  0.5020  0.234
C  -0.1290  -0.0823  0.0508  0.175
H  -0.5999  1.0799  1.9246  0.226
H  1.3214  -0.5933  1.7053  0.227
O  0.0157  0.3589  -1.3357  -0.727
H  0.6083  -0.2614  -1.7882  0.465
C  -0.0224  1.0638  1.0043  -0.414
H  -1.7838  -1.4993  -2.1384  0.228
C  -1.4756  -1.3741  -1.1281  -0.069
C  -1.1061  -1.1744  0.0247  -0.142
H  1.9791  0.3850  0.3015  0.224

---

Record 3
DFT (ωB97M-V/def2-TZVPD) results for C3H8BrN2 as an isolated structure in a non-equilibrium geometry.

As for the gap between HOMO and LUMO: 0.3943 Ha. Its net charge is +1. As for the relative energy (zero: lowest compared OMol25 entry of this formula, charge and spin): 57.6 kcal per mole.

Last column: natural (NBO) charge in e.
Positions of all 14 atoms, in Å:
C  -0.0706  0.4205  -0.1997  0.533
H  -2.1538  2.0095  0.0160  0.238
H  0.9812  -2.6722  0.1138  0.256
H  1.9306  1.0239  -0.4726  0.427
H  -0.9492  -1.3301  -0.1627  0.432
N  -0.0256  -0.8785  -0.1722  -0.562
C  -1.8541  1.1183  0.4565  -0.461
C  1.2794  -1.6171  -0.1165  -0.419
H  -1.4040  1.0003  1.5235  0.270
H  1.6758  -1.3828  -1.1220  0.227
H  1.7534  -1.0758  0.6978  0.219
H  0.8442  2.2744  -0.1888  0.439
Br  -2.9849  -0.1173  -0.1724  0.190
N  0.9776  1.2267  -0.2008  -0.790

---

Record 4
DFT (ωB97M-V/def2-TZVPD) results for a 11-piece molecular cluster, C39H75NO32 overall in a non-equilibrium geometry.

As for the structure (SMILES): C[N+](=O)[O-].CCOC(=O)OC.CCOC(=O)OC.CCOC(=O)OC.CCOC(=O)OC.CCOC(=O)OC.CCOC(=O)OC.CCOC(=O)OC.CCOC(=O)OC.O=C1OCCO1.O=C1OCCO1. As for the gap between HOMO and LUMO: 0.3751 Ha.

Last column: Mulliken charge in e.
Positions of all 147 atoms, in Å:
H  4.4853  -0.1857  -2.3470  0.369
C  -0.8921  -7.0890  6.4392  -0.703
O  -4.4103  -0.8305  0.7166  0.222
H  4.2584  -0.5605  -0.6699  0.273
O  0.7051  -5.4907  4.7742  -0.595
H  0.2061  -3.3466  2.9949  0.207
H  -4.4779  5.8519  -5.3952  0.287
H  2.8509  -2.3822  0.2745  -0.225
C  -2.3849  3.3199  -4.9488  0.778
H  -1.7586  -7.3622  7.0413  0.290
O  0.5015  -0.1588  2.4904  -0.325
H  -1.1581  7.8225  -1.7353  0.368
H  -5.9805  -1.0808  1.8188  0.315
C  0.2360  -0.2268  -0.9099  1.902
C  -3.3154  2.2060  -0.8351  0.016
O  -2.9494  4.4419  -5.4695  -0.386
O  2.7576  4.3729  -4.1183  -0.225
H  3.5859  3.2450  10.2095  0.314
O  2.8600  5.9854  -2.6713  -0.268
H  3.2855  -0.2724  6.5376  0.399
C  -3.1407  -1.6737  -5.4205  0.540
H  2.0190  -8.0086  4.6042  0.151
C  2.8341  1.3746  8.4973  0.719
H  -3.7169  5.6855  -3.9160  0.181
C  1.2952  -0.2065  5.5180  -0.706
O  4.0558  1.5663  8.3832  -0.594
H  -1.4773  -2.1495  -2.0977  -0.404
O  2.4531  -1.2814  -3.2762  -0.586
O  2.5262  3.7805  -1.9776  -0.461
C  1.3628  -3.8191  -3.3952  0.740
H  3.3312  -8.3054  3.4266  0.348
H  0.6383  -0.9369  5.9903  0.399
H  -0.2884  1.5489  -6.6188  0.273
O  2.1231  1.9783  9.4235  -0.321
H  -0.5192  -8.0325  6.0408  0.271
H  0.5940  -3.0537  -3.2898  -0.343
H  -1.1157  4.9017  -2.8075  -0.253
H  -1.9688  -0.4962  -3.3297  -0.242
H  -1.0551  -3.4129  0.6461  0.148
O  2.1236  -6.7733  2.8831  -0.209
H  -1.3899  6.4760  -3.7200  0.479
C  1.7760  -4.1162  -4.7882  -1.719
O  -0.0245  6.5098  -0.6050  -0.446
C  -2.0641  1.2737  4.4053  0.115
C  -1.0801  6.7441  -1.5976  -0.480
O  4.0084  -5.5161  2.3319  -0.612
H  -2.2399  2.0219  5.1782  0.327
O  -1.8110  -1.7523  -5.3200  -0.091
H  2.8692  4.5449  1.8315  0.384
H  -3.1815  -2.9370  -2.1206  0.694
H  5.6731  -1.1758  -1.6113  0.286
H  1.0826  1.7011  -5.1066  0.517
C  -0.8950  1.6126  -5.7154  -0.550
H  -0.0831  -2.2614  -6.0314  0.037
H  1.7438  1.3183  -1.0599  0.128
H  0.8231  -0.7695  -1.6508  -1.154
O  -3.2440  -0.4994  3.5613  -0.486
O  3.9991  -2.1811  -1.8876  -0.359
H  2.4299  3.3746  0.6424  0.134
H  -2.8886  -1.6294  -1.1054  -0.325
H  2.0246  3.1910  11.1536  0.243
H  3.0375  7.4316  -4.0562  0.304
C  0.5468  0.0852  1.2970  0.213
H  -0.7970  -0.2246  -1.2580  -1.216
O  -3.6819  -1.3212  -4.2150  -0.460
C  4.6000  -0.9844  -1.6142  -0.795
C  0.2781  5.3009  -0.1086  0.417
O  -0.3139  4.2349  -0.2994  -0.008
O  0.2512  -0.8149  0.3137  0.456
C  -5.4384  -1.6816  1.0886  -0.855
O  1.4704  5.3843  0.5691  -0.376
C  -3.2320  3.3307  0.2056  -1.128
C  2.0250  4.1919  1.2392  -0.561
H  -2.3899  3.1895  0.8832  0.128
C  0.1646  1.3060  -4.6717  0.098
C  -2.9474  -0.9023  -3.0738  0.780
C  2.9394  -2.2357  -2.7070  0.864
H  0.1860  5.9244  -3.1648  -0.224
H  1.7410  -0.7036  4.6564  0.252
C  -0.5102  -4.0998  2.6667  0.201
N  -3.1176  0.2388  4.5021  0.926
O  2.5058  -3.4939  -2.6635  -0.209
H  -4.0916  2.4080  -1.5732  0.556
C  -0.5131  -5.4108  4.7020  0.766
H  1.0046  -4.7981  -3.0767  0.387
H  4.0308  5.2574  -5.4802  0.329
H  -1.5856  0.7739  -5.8038  0.345
O  -1.1583  -4.7495  3.7940  -0.374
H  -0.8383  -1.0599  -7.0563  0.258
H  0.9550  -4.5175  -5.3823  0.499
H  -0.0451  -4.9003  2.0914  0.082
C  -0.8734  5.9594  -2.9110  0.028
C  -4.0397  5.0798  -4.7628  -0.568
H  -1.1181  0.7393  4.3182  -0.272
H  -4.1233  3.3176  0.8328  0.459
O  -5.6346  1.0593  0.1964  -0.613
H  -6.0436  -1.9337  0.2178  0.331
O  -1.3896  2.9612  -5.7790  -0.366
H  1.2779  3.6689  1.8362  0.278
O  2.0681  -5.5125  1.0978  -0.325
C  2.7318  -7.5427  3.9237  -0.683
H  2.8238  1.2569  5.8595  0.310
H  0.0504  1.8004  -3.7070  -0.241
C  -2.5614  -2.0427  -2.0595  0.047
O  -3.8172  -1.8895  -6.4051  -0.623
C  2.7042  2.6654  10.4828  -0.683
H  -3.3675  0.0290  -2.6938  0.110
H  0.0829  1.9581  -1.0120  -0.157
H  -2.4756  2.1791  -1.5294  -0.117
O  1.9770  0.7816  7.6316  -0.230
O  -3.7696  0.1696  5.5052  -0.588
C  2.8679  -5.9520  2.1226  0.722
H  -2.0144  6.4884  -1.0978  0.275
C  2.5375  -3.1645  0.9658  -0.023
C  -4.5794  0.4424  0.2950  0.240
H  0.6334  0.6307  5.2962  0.122
H  -2.4200  -4.1320  1.5428  0.496
H  -0.2023  -6.7197  7.1982  0.311
H  2.4740  -4.9508  -4.8525  0.349
H  -1.3850  -2.7758  -7.1216  0.362
H  -4.7883  4.3865  -4.3795  0.284
O  -3.4143  0.9278  -0.1983  0.379
O  0.6722  1.3142  0.7750  -0.234
H  1.5580  -2.9136  1.3728  -0.306
H  2.4212  5.9720  -5.5740  0.280
H  0.3545  0.2355  -4.5935  -0.219
C  2.4313  0.3877  6.3874  -0.540
H  3.1746  -3.2260  1.8481  0.558
C  3.1322  5.4849  -4.9068  -0.396
H  3.3644  -6.9539  4.5879  0.328
H  1.8934  -4.4098  -0.6252  -0.096
H  -3.0257  4.2889  -0.2713  0.013
C  3.4913  6.4759  -3.7940  -0.417
H  -2.2537  1.7682  3.4526  -0.039
H  3.5038  -4.7429  -0.1559  0.351
C  -1.0304  -1.9668  -6.4830  -0.567
C  2.6658  4.6690  -2.8534  0.499
C  -1.5324  -3.5042  1.6217  -0.790
C  0.7542  1.1938  -0.6203  0.237
H  -5.0185  -2.6453  1.3767  0.184
H  2.1293  -3.2408  -5.3331  0.352
C  2.5340  -4.4623  0.2551  -0.106
O  -2.8508  2.6251  -4.0195  -0.480
H  -2.0638  -2.5861  1.8723  0.079
O  -1.3645  -6.0978  5.4759  -0.380
H  4.5789  6.5312  -3.7462  0.327
H  3.1863  1.8829  11.0689  0.313

---

Record 5
DFT (ωB97M-V/def2-TZVPD) results for a 2-piece molecular cluster, C6H16S overall in a non-equilibrium geometry.

As for the structure (SMILES): CCSC.CCC. As for the gap between HOMO and LUMO: 0.3445 Ha. As for the relative energy (zero: lowest compared OMol25 entry of this formula, charge and spin): 36.3 kcal per mole.

Last column: natural (NBO) charge in e.
Positions of all 23 atoms, in Å:
C  2.6312  -0.7677  1.5211  -0.608
C  1.6820  -1.8420  0.8727  -0.394
C  -2.6775  1.7239  0.4080  -0.810
H  2.3307  -0.6759  2.5535  0.205
C  -0.3217  0.9733  -2.7677  -0.636
C  0.1614  -1.6742  1.2785  -0.624
H  0.0212  1.9215  -3.0955  0.213
H  2.4330  0.2180  1.0360  0.200
H  1.7474  -1.7191  -0.2735  0.190
C  -0.8180  0.9329  -1.3472  -0.537
H  -0.0415  1.4122  -0.6369  0.209
H  0.1245  -0.5898  1.3568  0.196
H  -0.7319  -1.9385  0.5888  0.216
H  1.8847  -2.9480  1.0422  0.200
H  -2.8839  2.7868  0.7302  0.226
H  -1.9021  1.4597  1.1768  0.237
H  3.6288  -0.9879  1.3123  0.215
H  0.6379  0.5273  -2.8458  0.217
H  0.0767  -2.1822  2.2309  0.205
S  -2.4007  1.7663  -1.3320  0.232
H  -1.0508  0.6536  -3.5063  0.216
H  -0.9305  -0.1729  -1.0041  0.209
H  -3.6011  1.1225  0.7013  0.223

---

Record 6
DFT (ωB97M-V/def2-TZVPD) results for C2H3IN3S as an isolated structure in a non-equilibrium geometry.

As for the gap between HOMO and LUMO (spin up / spin down): 0.1622 / 0.1631 Ha. Its net charge is +1. As for the relative energy (zero: lowest compared OMol25 entry of this formula, charge and spin): 100.0 kcal per mole.

Last column: natural (NBO) charge in e.
Positions of all 10 atoms, in Å:
H  -0.1965  -0.1428  0.9377  0.388
I  3.2778  3.2861  -2.5145  0.555
N  0.1994  -0.3002  -0.9757  -0.223
S  1.1118  -0.4093  -3.2485  0.735
N  1.6474  0.8003  -2.2545  -0.593
C  1.0829  0.7393  -1.1258  0.211
C  0.1840  -1.0587  -2.0479  -0.124
H  1.4138  1.4979  -0.3441  0.243
N  -0.3349  -0.8030  0.1956  -0.614
H  -1.2226  -1.2920  0.0545  0.421